[1]
Density functional theory data (ωB97M-V/def2-TZVPD) for a molecular structure, C38H46AsN5O3PbSe.

CARTESIAN COORDINATES (ANGSTROEM)
Pb1 0.58 -0.43 -0.70
C1 3.66 -1.55 5.99
C2 2.79 -1.42 4.81
C3 1.84 -2.40 4.49
C4 0.89 -2.19 3.43
C5 -0.13 -3.20 3.43
N1 -0.99 -3.57 2.50
C6 -0.99 -3.38 1.06
C7 -1.73 -4.49 0.35
C8 -2.54 -4.12 -0.90
N2 -1.73 -3.59 -1.98
C9 -2.22 -2.54 -2.77
C10 -1.38 -1.91 -3.79
C11 -1.89 -1.52 -5.01
C12 -1.19 -0.63 -5.83
C13 -1.81 0.07 -7.00
C14 0.14 -0.26 -5.45
C15 0.72 -0.70 -4.29
C16 1.94 -0.09 -3.87
N3 2.21 0.13 -2.62
C17 3.28 1.11 -2.19
C18 2.63 2.32 -1.45
C19 2.82 2.27 0.10
N4 2.10 1.12 0.69
C20 2.36 1.00 1.98
C21 2.00 -0.12 2.87
C22 2.81 -0.25 4.03
C23 0.94 -1.08 2.54
O1 0.04 -0.86 1.68
C24 0.02 -1.69 -3.51
O2 0.61 -2.41 -2.63
H1 3.84 -2.55 6.24
H2 3.25 -1.05 6.92
H3 4.61 -1.07 5.79
H4 1.72 -3.34 5.09
H5 -0.22 -3.61 4.41
H6 -1.84 -3.96 2.90
H7 0.05 -3.27 0.70
H8 -1.54 -2.44 0.85
H9 -2.43 -4.94 1.06
H10 -1.00 -5.34 0.09
H11 -3.30 -3.44 -0.66
H12 -3.06 -5.05 -1.19
H13 -0.71 -3.60 -1.93
H14 -3.29 -2.76 -3.05
H15 -2.90 -1.75 -5.33
H16 -1.92 1.12 -6.79
H17 -2.77 -0.36 -7.24
H18 -1.17 -0.02 -7.83
H19 0.77 0.26 -6.15
H20 2.60 0.28 -4.68
H21 3.83 1.44 -3.10
H22 3.98 0.53 -1.57
H23 1.54 2.35 -1.72
H24 3.05 3.26 -1.80
H25 2.37 3.19 0.59
H26 3.90 2.25 0.39
H27 2.99 1.81 2.40
H28 3.43 0.59 4.23
Se1 -2.20 -0.81 -1.42
C25 -2.39 1.93 2.37
As1 -2.40 3.10 0.66
C26 -4.33 3.40 0.69
C27 -1.73 4.88 1.49
C28 -2.80 5.89 1.60
C29 -3.09 6.84 0.59
C30 -4.17 7.72 0.68
C31 -4.99 7.67 1.81
C32 -4.71 6.75 2.79
C33 -3.66 5.82 2.70
H29 -2.75 2.50 3.23
H30 -1.32 1.66 2.52
H31 -3.01 1.12 2.19
H32 -4.65 3.31 1.74
H33 -4.68 2.48 0.14
H34 -4.73 4.30 0.20
H35 -0.79 5.19 0.95
H36 -1.43 4.51 2.46
H37 -2.48 6.96 -0.34
H38 -4.29 8.47 -0.12
H39 -5.79 8.35 2.02
H40 -5.37 6.60 3.69
H41 -3.50 5.05 3.49
O3 1.98 -2.40 0.14
N5 2.91 -3.19 -0.39
C34 3.57 -4.08 0.40
C35 4.70 -4.73 -0.11
C36 5.08 -4.54 -1.47
C37 4.42 -3.61 -2.25
C38 3.32 -2.96 -1.71
H42 3.14 -4.11 1.44
H43 5.20 -5.44 0.52
H44 5.96 -5.04 -1.80
H45 4.79 -3.37 -3.26
H46 2.63 -2.35 -2.24

Results
Spin multiplicity: 2
Charge: +1
Energy: -6804.7909 Eh

[2]
Density functional theory data (ωB97M-V/def2-TZVPD) for 25 unconnected molecules or ions with the total composition C41H66BBrCl48F5N3O3.

CARTESIAN COORDINATES (ANGSTROEM)
C1 -4.73 1.85 -0.63
C2 -3.87 1.91 -1.91
C3 -3.24 0.54 -2.25
Br1 -1.80 0.68 -3.56
C4 -2.74 -0.07 -0.96
C5 -3.40 -1.11 -0.44
C6 -3.06 -1.71 0.71
C7 -3.88 -2.86 1.23
F1 -3.15 -3.89 1.60
F2 -4.65 -2.43 2.25
C8 -4.89 -3.41 0.18
F3 -4.24 -3.74 -0.90
F4 -5.38 -4.55 0.66
F5 -5.88 -2.61 -0.06
C9 -1.99 -1.24 1.42
B1 -1.48 -1.80 2.81
O1 -2.23 -1.50 3.92
N1 -0.27 -2.54 2.95
C10 -0.25 -3.77 2.13
C11 -0.14 -3.00 4.35
C12 -1.35 -0.22 0.87
C13 -1.67 0.41 -0.31
C14 -0.72 1.57 -0.59
O2 -0.83 2.51 -1.25
N2 0.41 1.22 0.22
C15 1.24 0.40 -0.70
C16 2.72 0.43 -0.41
N3 3.33 1.32 0.21
C17 -0.12 0.54 1.35
O3 0.34 0.65 2.43
H1 -5.47 1.06 -0.67
H2 -5.29 2.79 -0.61
H3 -4.12 1.84 0.26
H4 -3.10 2.66 -1.72
H5 -4.51 2.26 -2.72
H6 -4.03 -0.09 -2.63
H7 -4.26 -1.45 -1.01
H8 -2.52 -0.58 3.80
H9 0.68 -4.31 2.29
H10 -0.36 -3.56 1.06
H11 -1.03 -4.45 2.46
H12 0.75 -3.63 4.43
H13 0.01 -2.17 5.03
H14 -0.98 -3.63 4.66
H15 0.87 -0.63 -0.67
H16 1.09 0.76 -1.72
H17 3.31 -0.39 -0.82
H18 2.65 2.03 0.51
C18 -6.15 -2.78 -3.86
Cl1 -6.18 -1.08 -3.38
Cl2 -4.50 -3.41 -3.92
H19 -6.72 -3.35 -3.13
H20 -6.60 -2.88 -4.84
C19 -7.79 -4.46 6.54
Cl3 -7.23 -3.93 8.13
Cl4 -7.63 -6.21 6.36
H21 -8.84 -4.19 6.44
H22 -7.20 -3.97 5.77
C20 -2.53 5.31 -3.82
Cl5 -2.80 3.72 -4.52
Cl6 -3.79 5.72 -2.65
H23 -1.57 5.31 -3.31
H24 -2.52 6.05 -4.61
C21 3.09 -0.47 5.39
Cl7 2.88 -2.04 4.61
Cl8 1.91 -0.23 6.69
H25 4.09 -0.41 5.81
H26 2.95 0.31 4.65
C22 -9.62 -3.96 1.92
Cl9 -11.16 -3.71 1.08
Cl10 -9.87 -4.61 3.55
H27 -9.03 -4.67 1.36
H28 -9.10 -3.01 2.00
C23 -8.32 4.71 -0.63
Cl11 -6.79 5.27 -1.33
Cl12 -9.14 3.57 -1.71
H29 -8.11 4.22 0.31
H30 -8.96 5.57 -0.47
C24 5.98 1.66 -2.22
Cl13 7.42 2.34 -2.97
Cl14 5.16 0.53 -3.32
H31 6.26 1.12 -1.32
H32 5.29 2.46 -1.97
C25 2.28 -2.03 -4.15
Cl15 1.45 -1.97 -2.60
Cl16 1.15 -2.21 -5.49
H33 2.83 -1.10 -4.28
H34 2.97 -2.87 -4.15
C26 6.93 -2.91 -4.88
Cl17 5.18 -2.86 -5.09
Cl18 7.38 -3.16 -3.19
H35 7.33 -3.72 -5.48
H36 7.35 -1.97 -5.22
C27 -10.67 7.81 1.23
Cl19 -9.14 8.37 0.54
Cl20 -11.49 6.67 0.16
H37 -10.46 7.32 2.18
H38 -11.31 8.67 1.40
C28 -9.28 -5.17 -3.69
Cl21 -9.32 -3.47 -3.19
Cl22 -7.63 -5.81 -3.65
H39 -9.89 -5.77 -3.02
H40 -9.68 -5.24 -4.69
C29 2.58 3.16 3.61
Cl23 4.12 2.30 3.77
Cl24 2.75 4.61 2.62
H41 1.86 2.50 3.14
H42 2.23 3.45 4.60
C30 -10.52 -7.10 8.67
Cl25 -10.80 -6.06 10.07
Cl26 -11.97 -7.25 7.67
H43 -9.73 -6.67 8.07
H44 -10.23 -8.08 9.02
C31 7.42 -2.57 -9.11
Cl27 8.30 -3.73 -8.11
Cl28 5.69 -2.55 -8.73
H45 7.82 -1.58 -8.93
H46 7.54 -2.84 -10.15
C32 -1.59 -5.23 -2.07
Cl29 -0.45 -4.38 -1.02
Cl30 -1.41 -6.98 -1.94
H47 -2.60 -4.96 -1.78
H48 -1.40 -4.94 -3.09
C33 3.96 8.62 2.54
Cl31 5.40 9.33 1.80
Cl32 3.15 7.52 1.42
H49 4.27 8.06 3.41
H50 3.28 9.41 2.81
C34 7.41 7.04 -0.18
Cl33 8.87 7.71 -0.94
Cl34 6.56 5.94 -1.26
H51 7.71 6.50 0.72
H52 6.75 7.86 0.08
C35 12.17 8.49 0.36
Cl35 12.43 8.41 2.10
Cl36 13.67 8.19 -0.54
H53 11.44 7.74 0.08
H54 11.80 9.48 0.10
C36 12.22 4.55 -0.54
Cl37 12.96 3.32 0.48
Cl38 10.48 4.68 -0.24
H55 12.68 5.51 -0.33
H56 12.37 4.28 -1.58
C37 -9.00 -7.72 -0.01
Cl39 -10.30 -7.75 1.19
Cl40 -9.73 -7.67 -1.62
H57 -8.37 -6.85 0.14
H58 -8.41 -8.63 0.08
C38 3.18 1.25 -6.27
Cl41 3.01 -0.32 -7.07
Cl42 1.95 1.47 -5.01
H59 4.16 1.30 -5.82
H60 3.06 2.03 -7.01
C39 10.32 -5.10 -1.70
Cl43 10.63 -5.12 0.04
Cl44 11.81 -5.32 -2.62
H61 9.64 -5.91 -1.94
H62 9.88 -4.15 -1.96
C40 10.01 0.91 0.68
Cl45 8.35 1.15 0.11
Cl46 10.55 -0.75 0.45
H63 10.67 1.57 0.12
H64 10.06 1.15 1.74
C41 5.09 4.31 6.69
Cl47 3.89 3.15 7.26
Cl48 4.37 5.53 5.64
H65 5.53 4.80 7.55
H66 5.85 3.78 6.13

Results
Spin multiplicity: 1
Energy relative to the best compared isomer or geometry (same formula, charge and spin): 58.46 kJ/mol

[3]
Density functional theory data (ωB97M-V/def2-TZVPD) for a molecular structure, C5H9BClInO7.

CARTESIAN COORDINATES (ANGSTROEM)
O1 -1.84 0.71 -2.93
C1 -0.68 0.78 -3.41
O2 -0.38 0.63 -4.61
In1 1.03 1.27 -2.04
Cl1 0.23 1.48 0.31
O3 1.63 3.19 -2.69
B1 0.51 3.71 -3.18
O4 -0.51 4.13 -2.30
O5 0.30 3.85 -4.56
H1 2.39 0.13 -1.99
H2 -1.31 3.65 -2.55
H3 0.27 2.95 -4.92
O6 2.13 -1.32 1.96
C2 1.10 -1.64 2.46
O7 0.39 -0.83 3.29
C3 -0.74 -1.52 3.81
C4 -1.01 -2.66 2.83
C5 0.39 -2.97 2.32
H4 -0.50 -1.90 4.81
H5 -1.57 -0.83 3.89
H6 -1.53 -3.50 3.27
H7 -1.62 -2.28 2.00
H8 0.90 -3.70 2.96
H9 0.40 -3.30 1.29

Results
Spin multiplicity: 1
Charge: -2
Energy: -1397.9869 Eh

[4]
Density functional theory data (ωB97M-V/def2-TZVPD) for 2 unconnected molecules or ions with the total composition C4H6N2O3.

CARTESIAN COORDINATES (ANGSTROEM)
C1 1.32 1.01 0.48
C2 -0.17 1.15 -0.99
C3 -0.57 -0.14 -0.82
N1 -1.64 -0.79 -1.46
N2 -0.23 -1.51 1.14
C4 0.30 -0.79 0.14
O1 0.75 1.67 1.53
O2 2.50 1.03 0.26
O3 -0.34 2.27 -1.33
H1 1.45 2.18 1.98
H2 -1.41 -1.33 -2.28
H3 -2.44 -0.20 -1.64
H4 -1.19 -1.37 1.40
H5 0.35 -2.08 1.74
H6 1.31 -1.10 -0.14

Results
Spin multiplicity: 1
Energy relative to the best compared isomer or geometry (same formula, charge and spin): 368.83 kJ/mol

[5]
Density functional theory data (ωB97M-V/def2-TZVPD) for a molecular structure, C10H29GaN2P.

CARTESIAN COORDINATES (ANGSTROEM)
N1 -0.99 -0.63 -0.95
P1 -0.41 -1.62 0.17
Ga1 1.98 -2.03 0.29
C1 2.28 -3.98 0.77
C2 1.23 -4.64 1.65
C3 0.86 -3.89 2.94
C4 2.04 -3.40 3.79
N2 1.79 -2.04 4.30
H1 -1.71 -0.02 -0.58
H2 -1.07 -2.90 0.19
H3 -0.87 -1.28 1.48
H4 2.51 -1.00 1.40
H5 2.50 -1.69 -1.18
H6 3.28 -4.07 1.22
H7 2.34 -4.52 -0.18
H8 0.30 -4.73 1.07
H9 1.51 -5.67 1.91
H10 0.24 -3.02 2.68
H11 0.22 -4.53 3.55
H12 2.16 -4.05 4.66
H13 2.96 -3.46 3.21
H14 2.65 -1.66 4.68
H15 1.59 -1.45 3.49
C5 -2.87 4.59 -3.42
C6 -2.04 3.31 -3.45
C7 -2.17 2.46 -2.19
C8 -1.74 3.15 -0.90
C9 -0.30 3.67 -0.91
C10 0.72 2.57 -1.15
H16 -2.56 5.24 -2.60
H17 -2.77 5.15 -4.35
H18 -3.93 4.35 -3.27
H19 -0.98 3.57 -3.60
H20 -2.33 2.70 -4.31
H21 -1.60 1.53 -2.31
H22 -3.22 2.15 -2.08
H23 -1.84 2.43 -0.08
H24 -2.42 3.98 -0.66
H25 -0.10 4.15 0.05
H26 -0.19 4.46 -1.66
H27 0.63 1.77 -0.42
H28 1.75 2.95 -1.11
H29 0.58 2.09 -2.13

Results
Spin multiplicity: 1
Charge: -1
Energy: -2774.0370 Eh

[6]
Density functional theory data (ωB97M-V/def2-TZVPD) for 3 unconnected molecules or ions with the total composition C4H10OS.

CARTESIAN COORDINATES (ANGSTROEM)
C1 0.83 1.93 0.26
C2 0.58 0.27 0.22
C3 -0.69 -0.30 -0.78
C4 -2.27 0.13 -0.40
H1 -0.02 2.44 0.92
H2 2.07 2.15 0.43
H3 0.50 2.32 -0.89
H4 0.12 -0.02 1.29
H5 1.48 -1.86 1.55
H6 -0.46 -0.03 -1.72
H7 -0.53 -1.40 -0.60
H8 -2.38 1.31 -0.41
H9 -2.81 -0.17 -1.45
H10 -1.27 -0.91 1.58
O1 -2.76 -0.57 0.64
S1 2.16 -0.71 -0.10

Results
Spin multiplicity: 1
Energy relative to the best compared isomer or geometry (same formula, charge and spin): 981.31 kJ/mol

[7]
Density functional theory data (ωB97M-V/def2-TZVPD) for 2 unconnected molecules or ions with the total composition C4H9O3.

CARTESIAN COORDINATES (ANGSTROEM)
C1 1.33 1.46 -1.61
C2 1.61 0.18 -0.91
O1 0.06 2.08 -1.20
H1 2.03 2.25 -1.31
H2 1.31 1.31 -2.80
H3 0.69 -0.15 -0.50
H4 -0.37 1.15 -0.85
H5 2.49 -0.01 -0.27
H6 1.66 -0.69 -1.57
C3 -1.36 -1.23 2.17
C4 -1.78 -1.00 0.78
O2 -2.97 -1.02 0.43
O3 -0.91 -0.72 -0.06
H7 -2.16 -0.60 2.77
H8 -0.35 -0.76 2.36
H9 -1.26 -2.25 2.58

Results
Spin multiplicity: 1
Charge: -1
Energy relative to the best compared isomer or geometry (same formula, charge and spin): 202.52 kJ/mol

[8]
Density functional theory data (ωB97M-V/def2-TZVPD) for 7 unconnected molecules or ions with the total composition C5H28N3O6.

CARTESIAN COORDINATES (ANGSTROEM)
N1 0.02 -1.05 -1.77
C1 1.05 -0.02 -1.43
C2 2.16 0.23 -2.47
C3 1.73 -0.48 -0.13
N2 0.99 -0.01 1.02
C4 1.67 -0.14 2.32
C5 0.86 0.67 3.33
N3 -0.55 0.33 3.44
H1 -0.93 -0.67 -1.93
H2 -0.08 -1.74 -1.00
H3 0.21 -1.60 -2.62
H4 0.62 0.96 -1.29
H5 3.12 0.58 -2.07
H6 1.84 1.09 -3.08
H7 2.39 -0.56 -3.17
H8 1.64 -1.57 -0.10
H9 2.81 -0.29 -0.07
H10 0.78 0.99 0.94
H11 2.69 0.26 2.30
H12 1.62 -1.21 2.55
H13 0.85 1.70 2.93
H14 1.29 0.74 4.33
H15 -1.01 0.21 2.55
H16 -0.80 -0.42 4.06
H17 -3.84 -0.99 -0.46
H18 -3.84 -0.45 -1.94
O1 -3.29 -0.77 -1.22
H19 -3.70 0.67 1.74
H20 -3.75 0.82 0.17
O2 -4.27 0.83 0.98
H21 -0.16 -1.75 1.45
H22 -1.15 -2.88 1.18
O3 -0.31 -2.52 0.87
H23 1.85 -2.86 -3.85
H24 2.10 -3.80 -2.64
O4 1.92 -2.89 -2.89
H25 -0.98 3.11 -1.20
H26 0.16 4.06 -1.62
O5 -0.09 3.14 -1.58
H27 -2.64 2.52 0.61
H28 -1.33 3.26 1.14
O6 -1.68 2.51 0.65

Results
Spin multiplicity: 2
Energy relative to the best compared isomer or geometry (same formula, charge and spin): 0.00 kJ/mol

[9]
Density functional theory data (ωB97M-V/def2-TZVPD) for a gas-phase ion, C4H5N4 (charge +1).

CARTESIAN COORDINATES (ANGSTROEM)
C1 2.12 -0.59 -0.13
C2 0.12 2.05 -0.10
C3 -0.82 -0.19 0.12
C4 -0.90 -1.55 -0.02
N1 2.11 -1.72 -0.43
N2 1.34 1.67 -0.01
N3 1.72 0.53 0.34
N4 -0.97 1.10 0.18
H1 -0.29 2.98 -0.24
H2 -0.42 -1.90 -1.04
H3 -1.89 -2.05 0.08
H4 -0.23 -1.84 0.77
H5 -1.88 1.50 0.50

Results
Spin multiplicity: 1
Charge: +1
Energy relative to the best compared isomer or geometry (same formula, charge and spin): 570.65 kJ/mol

[10]
Density functional theory data (ωB97M-V/def2-TZVPD) for a single C5H6N2 molecule.

CARTESIAN COORDINATES (ANGSTROEM)
C1 -0.50 1.50 0.61
C2 -0.50 0.99 -0.62
C3 -0.15 -0.45 -0.98
C4 -1.07 -1.42 -0.33
N1 -1.82 -2.16 0.15
N2 1.22 -0.36 -0.52
C5 1.48 -0.79 0.64
H1 -0.07 1.05 1.51
H2 -0.94 2.48 0.75
H3 -0.55 1.65 -1.49
H4 -0.25 -0.61 -2.06
H5 2.24 -0.28 1.23
H6 0.91 -1.61 1.11

Results
Spin multiplicity: 1
SMILES: C=C[C@H](C#N)N=C
Energy relative to the best compared isomer or geometry (same formula, charge and spin): 276.84 kJ/mol